(1)
Below is C29H29BrIN3O2PPd as an isolated structure, with properties calculated with ωB97M-V/def2-TZVPD.

Computed properties:
highest occupied orbital energy: -3.8083 eV
relative energy (zero: lowest compared OMol25 entry of this formula, charge and spin): 0.180 eV
molar mass: 795.8 u
gap between HOMO and LUMO: 5.96 eV
E_tot: -130021.152 eV

```
! RIJCOSX wB97M-V def2-TZVPD def2/J DEFGRID3
* xyz -1 1
Pd -0.3192 0.3293 1.1420
O 1.0678 1.2342 -3.3288
C 0.1922 1.8006 -4.0844
C 0.3320 1.8964 -5.4952
C -0.6203 2.5160 -6.2811
C -1.7652 3.0858 -5.7272
C -1.9283 3.0098 -4.3480
C -0.9949 2.3882 -3.5384
C -1.2140 2.2519 -2.0505
O -0.0322 2.2380 -1.3399
N -1.9828 0.9791 -1.8874
N -2.0685 0.3704 -0.7267
C -2.5830 -0.8063 -0.6809
C -2.7218 -1.5358 0.5642
Br -2.8949 -0.4570 2.1274
C -2.7610 -2.8653 0.7082
C -2.4884 -3.8455 -0.3524
C -3.1896 -5.0549 -0.3569
C -2.9520 -6.0150 -1.3270
C -1.9974 -5.7917 -2.3098
C -1.2754 -4.6068 -2.3030
C -1.5125 -3.6451 -1.3325
H 0.6058 1.7742 -1.9850
H 1.2228 1.4640 -5.9367
H -0.4678 2.5628 -7.3551
H -2.5029 3.5761 -6.3494
H -2.8093 3.4471 -3.8837
H -1.8460 3.0606 -1.6678
H -2.1234 0.4355 -2.7329
H -2.9280 -1.3062 -1.5886
H -2.9997 -3.2678 1.6854
H -3.9349 -5.2341 0.4094
H -3.5139 -6.9409 -1.3153
H -1.8104 -6.5401 -3.0696
H -0.5140 -4.4278 -3.0517
H -0.9199 -2.7392 -1.3225
I 0.9070 -2.1525 1.4336
C 0.9856 -2.4378 3.5050
C 1.4591 -3.6668 3.9706
C 1.4467 -3.8917 5.3316
C 0.9644 -2.8961 6.1729
C 0.5370 -1.7125 5.6036
N 0.5564 -1.4751 4.2894
H 1.8127 -4.4128 3.2733
H 1.8018 -4.8319 5.7345
H 0.9231 -3.0325 7.2449
H 0.1647 -0.9007 6.2188
C 1.2926 2.1893 3.6734
P 0.7124 2.1769 1.9153
C -0.0189 3.8607 1.8407
C 2.3303 2.5261 1.0922
C 2.7261 1.7065 0.0398
C 3.9194 1.9301 -0.6333
C 4.7446 2.9775 -0.2521
C 4.3654 3.8035 0.7988
C 3.1665 3.5791 1.4591
H 1.9267 1.3157 3.8259
H 0.4373 2.0966 4.3452
H 1.8537 3.0945 3.9184
H 0.6012 4.6251 2.3129
H -0.9912 3.8349 2.3374
H -0.1781 4.1164 0.7925
H 2.0633 0.9054 -0.2682
H 4.1843 1.2986 -1.4717
H 5.6736 3.1595 -0.7789
H 4.9993 4.6305 1.0971
H 2.8840 4.2429 2.2693
*
```

=====

(2)
Below is C29H29CaN10O5S as an isolated structure, with properties calculated with ωB97M-V/def2-TZVPD.

Computed properties:
highest occupied orbital energy: -5.7035 eV
relative energy (zero: lowest compared OMol25 entry of this formula, charge and spin): 1.163 eV
molar mass: 669.8 u
gap between HOMO and LUMO: 7.61 eV
E_tot: -84963.486 eV

```
! RIJCOSX wB97M-V def2-TZVPD def2/J DEFGRID3
* xyz -1 1
Ca -2.1116 -2.5296 1.0704
C 3.2428 -3.2692 1.7163
C 3.9247 -2.9708 0.3882
N 3.4713 -1.7356 -0.2585
C 4.3431 -0.5781 -0.1328
C 4.2012 0.1206 1.2114
C 2.2776 -1.6869 -0.8973
S 1.6983 -0.2797 -1.6522
N 1.6693 -2.9030 -0.9373
C 0.4085 -3.1368 -0.7213
O -0.4817 -2.3391 -0.2896
C -0.0208 -4.5802 -0.8909
C -1.3679 -4.9352 -0.9207
C -1.7515 -6.2674 -0.9984
C -0.7895 -7.2638 -1.0516
C 0.5564 -6.9208 -1.0331
C 0.9355 -5.5906 -0.9543
H 3.6153 -4.2117 2.1248
H 2.1647 -3.3600 1.5904
H 3.4283 -2.4888 2.4549
H 3.7604 -3.7962 -0.3019
H 5.0016 -2.8641 0.5305
H 4.1027 0.1028 -0.9437
H 5.3718 -0.9206 -0.2736
H 3.1621 0.4176 1.3647
H 4.8378 1.0083 1.2531
H 4.4889 -0.5299 2.0385
H -2.1490 -4.1829 -0.9142
H -2.8044 -6.5173 -1.0130
H -1.0875 -8.3036 -1.1047
H 1.3141 -7.6940 -1.0693
H 1.9786 -5.3070 -0.9276
O -7.8870 -0.9239 -0.1367
C -7.0721 0.0721 -0.4192
O -7.4669 1.0958 -0.9302
C -5.6239 -0.0652 -0.0649
C -4.7661 1.0104 -0.1810
N -3.5540 0.6143 0.1968
N -3.5413 -0.6747 0.5593
C -4.7941 -1.1161 0.3968
C -5.1017 -2.5825 0.6771
O -6.2886 -2.8916 0.8238
O -4.1019 -3.3563 0.7383
H -7.3904 -1.6980 0.2852
H -4.9677 2.0130 -0.5193
H -2.6564 1.1336 0.2504
C -0.7178 2.3185 -1.8982
C -0.3140 2.2822 -0.4645
N -1.0795 1.8892 0.5245
C -0.3042 1.9505 1.6663
C 0.9375 2.3933 1.3538
N 0.9260 2.6005 -0.0121
C 2.0186 3.0688 -0.8129
N 2.2561 4.4917 -0.6120
N 3.5310 4.9311 -0.6321
N 3.5518 6.2039 -0.4810
C 2.2492 6.6369 -0.3476
C 1.7474 7.9291 -0.1464
C 0.3872 8.0618 -0.0289
C -0.4674 6.9355 -0.1020
C 0.0087 5.6627 -0.2986
C 1.4027 5.5387 -0.4281
H -1.8030 2.2565 -1.9556
H -0.2994 1.4679 -2.4388
H -0.4052 3.2390 -2.3952
H -0.6779 1.6436 2.6293
H 1.8192 2.5631 1.9483
H 1.8053 2.8462 -1.8545
H 2.9383 2.5617 -0.5421
H 2.4170 8.7765 -0.0844
H -0.0469 9.0400 0.1302
H -1.5342 7.0819 0.0089
H -0.6588 4.8137 -0.3303
N -0.6828 -3.2926 4.2397
C -1.1840 -3.0093 3.2307
*
```

=====

(3)
Below is C29H29CeF3N6O3S5 as an isolated structure in a non-equilibrium geometry, with properties calculated with ωB97M-V/def2-TZVPD.

Computed properties:
highest occupied orbital energy (spin up / spin down): -10.5464 / -10.5452 eV
⟨S²⟩: 0.751
relative energy (zero: lowest compared OMol25 entry of this formula, charge and spin): 1.439 eV
molar mass: 867.0 u
gap between HOMO and LUMO (spin up / spin down): 7.51 / 7.52 eV
E_tot: -120880.668 eV

```
! RIJCOSX wB97M-V def2-TZVPD def2/J DEFGRID3
* xyz 1 2
Ce 0.7792 -0.2555 -0.0223
C -0.6006 4.1609 -1.6272
C -1.7982 3.2966 -1.2920
S -1.6196 1.5012 -1.6446
C -1.3983 1.3975 -3.4654
C -0.0488 1.7377 -4.0850
S 1.3991 1.0233 -3.2002
C 2.5578 2.4325 -3.0974
C 2.0451 3.7090 -2.4486
S 0.9792 3.4603 -0.9749
H -0.7370 5.1508 -1.1856
H -0.5031 4.2737 -2.7039
H -2.6769 3.6564 -1.8288
H -2.0021 3.3104 -0.2222
H -2.1762 2.0137 -3.9154
H -1.6319 0.3492 -3.6485
H 0.1168 2.8072 -4.1561
H -0.0332 1.3124 -5.0899
H 2.9234 2.6465 -4.1038
H 3.3712 2.0085 -2.5093
H 1.4790 4.3121 -3.1563
H 2.8987 4.2988 -2.1145
N -2.5173 1.0142 3.3461
C -1.7985 1.4811 4.4630
C -2.2846 1.2769 5.7443
C -1.5699 1.7366 6.8422
C -0.3418 2.3445 6.6621
C 0.1645 2.5256 5.3792
C -0.5749 2.1202 4.2833
S 0.0211 2.4056 2.6181
N -0.7807 1.1848 1.7520
C -1.8861 0.6761 2.1763
C -2.5148 -0.4065 1.3874
C -3.8983 -0.5769 1.3449
C -4.4203 -1.6777 0.6888
C -3.5390 -2.5965 0.1398
C -2.1782 -2.3332 0.2018
N -1.6657 -1.2500 0.7841
H -3.3588 0.5044 3.5780
H -3.2299 0.7728 5.8868
H -1.9814 1.6127 7.8319
H 0.2256 2.6796 7.5159
H 1.1189 3.0016 5.2297
H -4.5507 0.1485 1.8046
H -5.4885 -1.8277 0.6357
H -3.8988 -3.4986 -0.3267
H -1.4534 -3.0236 -0.2090
N 0.3323 -4.4574 -6.7468
C 0.3893 -3.8682 -5.7644
C 0.4413 -3.1454 -4.5505
C -0.7303 -2.7384 -3.9187
C -0.6675 -2.0299 -2.7312
C 0.5367 -1.6849 -2.0730
C 1.6938 -2.1193 -2.7726
C 1.6624 -2.8177 -3.9667
H -1.6834 -2.9694 -4.3720
H -1.6157 -1.7160 -2.2972
H 2.6804 -1.8799 -2.3798
H 2.5753 -3.1015 -4.4697
N 1.8513 -4.2023 2.5012
C 2.2639 -4.6618 1.2856
C 1.8201 -3.7528 0.3708
N 1.1440 -2.7455 1.0116
C 1.1842 -3.0516 2.2904
H 2.0268 -4.6442 3.3900
H 2.8191 -5.5697 1.1755
H 1.9300 -3.7552 -0.6986
H 0.7568 -2.4656 3.0829
F 5.1974 0.0273 0.2918
C 4.1054 -0.4963 0.8270
F 4.4448 -1.4325 1.7098
F 3.4416 -1.1550 -0.1812
S 2.8243 0.7601 1.4019
O 1.8303 -0.1341 1.9696
O 3.4272 1.7074 2.2634
O 2.3962 1.2024 0.0827
*
```

=====

(4)
Below is C29H29F10N7O7S3W as an isolated structure, with properties calculated with ωB97M-V/def2-TZVPD.

Computed properties:
highest occupied orbital energy (spin up / spin down): -7.8123 / -8.3119 eV
⟨S²⟩: 2.015
molar mass: 1057.6 u
gap between HOMO and LUMO (spin up / spin down): 7.31 / 7.22 eV
E_tot: -116813.501 eV

```
! RIJCOSX wB97M-V def2-TZVPD def2/J DEFGRID3
* xyz 0 3
W -0.4198 -0.2847 -0.2375
C 3.2935 -1.9370 1.7000
O 2.6134 -1.8112 2.9555
C 2.1075 -0.5897 3.2889
C 2.4044 -0.0839 4.5353
C 1.8371 1.1036 5.0060
C 0.9463 1.7842 4.2141
C 0.6207 1.2862 2.9410
C -0.3760 1.9501 2.1585
N -0.8690 1.5272 1.0457
N -1.8324 2.4138 0.5366
C -2.4850 1.8030 -0.3993
O -2.2302 0.5741 -0.7294
C -3.5136 2.5127 -1.1953
C -4.0862 1.8786 -2.2950
C -5.0163 2.5574 -3.0700
C -5.3756 3.8593 -2.7508
C -4.8132 4.4872 -1.6459
C -3.8852 3.8154 -0.8671
C 1.2076 0.1114 2.4479
O 0.9385 -0.3542 1.2610
H 3.9413 -2.8051 1.7999
H 3.8971 -1.0507 1.4989
H 2.5865 -2.0809 0.8851
H 3.0888 -0.6518 5.1540
H 2.0966 1.4699 5.9898
H 0.4741 2.6961 4.5605
H -0.7805 2.8846 2.5391
H -3.8107 0.8631 -2.5442
H -5.4664 2.0522 -3.9152
H -6.1062 4.3820 -3.3560
H -5.1075 5.4970 -1.3865
H -3.4516 4.2876 0.0056
C -0.8483 -2.2135 2.2274
N -1.4105 -1.9278 0.8860
C -2.8651 -1.6845 1.0515
C -1.2134 -3.1276 0.0215
C 0.1639 -3.1811 -0.6319
N 0.6915 -1.8410 -0.9529
C 1.8201 -1.7989 -1.7776
C 2.8786 -0.8915 -1.5628
F 2.8559 -0.0272 -0.5404
C 3.9920 -0.8386 -2.3758
F 4.9447 0.0606 -2.0799
C 4.1633 -1.6828 -3.4501
C 3.1431 -2.5749 -3.6891
F 3.2236 -3.4089 -4.7339
C 2.0049 -2.6239 -2.9038
F 1.0528 -3.4729 -3.3063
H -1.4154 -3.0341 2.6730
H -0.9432 -1.3344 2.8616
H 0.1989 -2.4903 2.1493
H -3.3321 -2.5711 1.4884
H -3.3211 -1.4794 0.0907
H -3.0067 -0.8329 1.7162
H -1.9924 -3.1105 -0.7278
H -1.3710 -4.0199 0.6333
H 0.0131 -3.7835 -1.5206
H 0.8858 -3.7102 0.0031
H 5.0428 -1.6386 -4.0747
F -0.0208 -1.2643 -4.6926
C -1.3357 -1.0504 -4.7746
F -1.7893 -1.5748 -5.9035
F -1.5564 0.2655 -4.7867
S -2.1420 -1.8512 -3.3247
O -1.5036 -1.2133 -2.1888
O -1.9138 -3.2570 -3.4676
N -3.5999 -1.3404 -3.5331
S -4.8425 -2.0917 -2.8995
O -4.5438 -2.6899 -1.6284
O -5.9803 -1.2423 -3.0531
C -5.1502 -3.5463 -4.0385
F -6.4579 -3.6748 -4.2526
F -4.7004 -4.6730 -3.4940
F -4.5473 -3.3641 -5.2127
C -0.8690 4.9067 -2.0168
N -0.6245 3.5046 -2.2925
C 0.2739 2.7650 -1.6692
N 1.0261 3.3152 -0.7152
S 0.5064 1.1369 -2.1567
H -1.6606 5.2549 -2.6736
H 0.0313 5.4973 -2.1957
H -1.2126 5.0446 -0.9893
H -1.2081 3.0112 -2.9497
H 0.7289 4.1539 -0.2394
H 1.6587 2.7021 -0.2275
*
```

=====

(5)
Below is C29H29N2O3PbS2 as an isolated structure in a non-equilibrium geometry, with properties calculated with ωB97M-V/def2-TZVPD.

Computed properties:
highest occupied orbital energy (spin up / spin down): -11.9433 / -11.9373 eV
relative energy (zero: lowest compared OMol25 entry of this formula, charge and spin): 0.000 eV
molar mass: 724.9 u
gap between HOMO and LUMO (spin up / spin down): 6.04 / 5.56 eV
E_tot: -66574.544 eV

```
! RIJCOSX wB97M-V def2-TZVPD def2/J DEFGRID3
* xyz 1 1
C 0.0062 -1.2388 2.2332
C -1.0974 -0.3561 2.2669
C -2.0876 -0.8337 1.3680
H -1.1923 0.5238 2.8990
C -1.6143 -2.0423 0.7888
C -0.2786 -2.2691 1.2894
H -2.1899 -2.7205 0.1537
C 1.7954 1.7970 -0.0974
C 0.9822 2.0967 1.0275
C -0.3049 2.4634 0.5635
H 1.2876 2.0626 2.0674
C -0.3021 2.4025 -0.8527
C 1.0080 2.0041 -1.2669
H -3.0672 -0.3790 1.2128
H 0.3878 -3.1028 1.0671
H 0.8969 -1.1884 2.8600
H 1.3368 1.9309 -2.3078
H -1.1669 2.7369 1.1748
H 2.8429 1.5129 -0.0754
Pb 0.3454 -0.7883 -0.8473
C -1.4615 2.6774 -1.7748
C -0.9643 3.4918 -2.9810
C -2.5676 3.4615 -1.0510
H -0.5071 4.4231 -2.6177
H -1.8201 3.7219 -3.6246
H -0.2262 2.9236 -3.5611
H -2.1378 4.3910 -0.6541
H -3.0091 2.8817 -0.2277
H -3.3545 3.7146 -1.7725
C -2.0138 1.2924 -2.2430
C -3.1740 1.3452 -3.2383
H -2.3335 0.7086 -1.3603
H -1.2127 0.7145 -2.7519
O -3.4310 2.3223 -3.9482
N -3.9580 0.2279 -3.3482
C -3.9460 -1.0063 -2.5647
H -4.5995 0.2594 -4.1378
C -4.7870 -0.9211 -1.3010
C -4.9331 -2.0604 -0.5010
H -4.4798 -2.9958 -0.8424
C -5.6387 -1.9919 0.7015
H -5.7127 -2.8796 1.3309
C -6.2471 -0.7923 1.0893
H -6.8070 -0.7423 2.0220
C -6.1467 0.3352 0.2712
H -6.6267 1.2747 0.5444
C -5.4233 0.2677 -0.9277
H -5.3605 1.1387 -1.5843
H -2.9068 -1.2931 -2.3131
H -4.3394 -1.8087 -3.2086
O 4.2513 -3.9701 2.3932
S 3.6856 -2.6521 2.2388
O 3.0627 -2.0131 3.3763
N 2.6587 -2.5446 0.9031
C 3.2041 -1.8918 -0.1127
S 2.5156 -2.0197 -1.6749
C 4.4506 -1.1937 0.2216
C 5.1736 -0.2286 -0.4853
C 6.4000 0.2117 0.0199
C 6.9047 -0.3209 1.2179
C 6.1349 -1.2170 1.9813
C 4.8871 -1.5879 1.4898
H 4.7628 0.1404 -1.4265
H 6.9827 0.9494 -0.5317
H 7.8970 -0.0217 1.5645
H 6.4937 -1.6293 2.9236
*
```

=====

(6)
Below is C29H29N2O3SSbW as an isolated structure in a non-equilibrium geometry, with properties calculated with ωB97M-V/def2-TZVPD.

Computed properties:
highest occupied orbital energy (spin up / spin down): -14.0893 / -14.1404 eV
⟨S²⟩: 2.019
relative energy (zero: lowest compared OMol25 entry of this formula, charge and spin): 3.458 eV
molar mass: 791.2 u
gap between HOMO and LUMO (spin up / spin down): 6.32 / 5.84 eV
E_tot: -58846.935 eV

```
! RIJCOSX wB97M-V def2-TZVPD def2/J DEFGRID3
* xyz 2 3
W 0.1491 0.0210 0.1686
O 1.9784 -0.2749 0.1266
C 2.7842 0.7350 -0.4207
C 4.1469 0.7435 -0.2452
C 4.8658 1.8098 -0.7715
C 4.2214 2.8243 -1.4698
C 2.8494 2.7705 -1.6792
C 2.1182 1.7193 -1.1485
C 0.6246 1.5815 -1.3550
N -0.2017 1.9548 -0.2934
N -1.4786 2.2993 -0.5283
C -2.2866 1.2819 -0.4338
O -1.7076 0.0658 -0.3006
C -3.7318 1.3910 -0.4955
C -4.3258 2.6552 -0.4785
C -5.7029 2.7588 -0.5065
C -6.4856 1.6099 -0.5575
C -5.8949 0.3520 -0.5879
C -4.5167 0.2387 -0.5533
H 4.6343 -0.0704 0.2761
H 5.9396 1.8391 -0.6441
H 4.7905 3.6501 -1.8740
H 2.3520 3.5399 -2.2572
H 0.2188 1.8084 -2.3370
H -3.7036 3.5399 -0.4458
H -6.1715 3.7333 -0.4887
H -7.5643 1.6971 -0.5756
H -6.5108 -0.5354 -0.6385
H -4.0447 -0.7338 -0.5755
O -0.6527 -0.3634 2.1561
S 0.6834 -0.5876 2.9609
C 0.3454 -0.3595 4.6837
C 1.2741 -0.8819 5.5706
C 1.0655 -0.6810 6.9268
C -0.0573 0.0113 7.3611
C -0.9834 0.5097 6.4500
C -0.7903 0.3263 5.0903
C 1.4793 1.0077 2.7069
C 0.6737 2.1391 2.6267
C 1.2733 3.3899 2.6222
C 2.6503 3.5014 2.7440
C 3.4414 2.3631 2.8676
C 2.8581 1.1108 2.8553
H 2.1429 -1.4278 5.2206
H 1.7746 -1.0738 7.6427
H -0.2203 0.1543 8.4208
H -1.8576 1.0430 6.7983
H -1.5122 0.6884 4.3698
H -0.4048 2.0530 2.6102
H 0.6585 4.2768 2.5467
H 3.1095 4.4810 2.7670
H 4.5134 2.4529 2.9823
H 3.4648 0.2185 2.9672
C 0.0289 -3.7870 1.8683
Sb -0.0780 -2.6655 0.0734
C 1.5080 -3.5656 -1.0004
C -1.7713 -3.5282 -0.8449
H -0.0853 -4.8273 1.5705
H -0.7724 -3.5061 2.5479
H 0.9964 -3.6429 2.3413
H 1.4176 -4.6459 -0.9015
H 2.4606 -3.2331 -0.5953
H 1.4466 -3.2899 -2.0509
H -1.6191 -4.6059 -0.8611
H -1.8704 -3.1544 -1.8611
H -2.6676 -3.2913 -0.2765
*
```

=====

- What is the molar mass in the fourth record?
  1057.6 u